4 unconnected molecules or ions with the total composition C36H71ClN6O2 at a distorted geometry. Source: OMol25; level of theory: wB97M-V/def2-TZVPD.

Calculated values
SMILES   CNCc1c(N)c2c(c(C[C@H](C)Cl)c1CCC(C)C)C(=O)NC2=O.CCN(CC)CC.CCN(CC)CC.CCN(CC)CC
E_HOMO   -7.973 eV
Multiplicity   1
Max |F|   8.84 eV Å⁻¹

Geometry as XYZ:
```
116
Properties=species:S:1:pos:R:3:forces:R:3
C -1.83796 4.08791 4.23003 0.6 0.4 -0.4
N -2.33796 3.17843 3.08817 0.1 1.8 0.3
C -1.48814 3.57824 1.90093 -0.7 1.0 -1.0
C -1.80202 2.75155 0.51627 -0.4 -2.3 -3.3
C -3.30618 2.80338 -0.21293 1.4 -1.3 -1.2
N -4.49346 3.57678 0.37279 2.2 -2.4 0.0
C -3.62043 2.00365 -1.63570 3.7 -0.2 2.3
C -2.38991 1.12841 -2.27355 -0.7 1.6 1.9
C -0.87934 1.01319 -1.64754 -2.9 2.0 1.5
C 0.25432 0.13115 -2.43885 -0.5 -0.4 -0.9
C 1.49619 1.02352 -3.06389 -0.4 1.6 0.1
C 0.95059 2.41816 -3.80603 -0.4 -0.5 0.7
Cl 2.48942 0.02586 -4.32521 -1.1 0.7 1.4
C -0.61241 1.82901 -0.21266 -2.4 0.7 -1.6
C 0.86660 1.73883 0.53042 -1.1 -1.2 -0.1
C 0.67176 0.62162 1.75912 -0.8 0.5 0.3
C 1.13155 1.19615 3.22958 0.7 -1.9 0.4
C 2.44897 0.29192 3.71811 -0.1 0.7 1.0
C -0.05708 0.93812 4.33029 -0.8 0.8 0.3
C -3.09807 0.47931 -3.60161 0.8 -2.6 -2.6
O -2.73058 -0.48748 -4.44607 -1.9 6.1 5.3
N -4.45991 1.15773 -3.78068 0.6 1.0 1.5
C -4.97913 1.93089 -2.55031 -2.0 1.4 0.5
O -6.20907 2.42083 -2.37075 8.1 -3.2 -1.3
H -1.86604 5.20327 3.82102 0.0 -2.0 1.2
H -0.69275 3.84195 4.42029 -2.5 0.4 -0.2
H -2.47498 3.96841 5.21300 1.3 0.2 -2.1
H -3.31885 3.53886 2.91359 1.5 -0.8 0.1
H -1.74108 4.72336 1.68353 0.8 -2.1 0.1
H -0.37022 3.55819 2.24666 -2.1 -0.3 -1.0
H -4.18084 4.30788 1.04852 -0.2 -1.1 -0.7
H -5.05681 2.81592 0.85895 0.7 1.6 -0.7
H 0.65634 -0.80084 -1.81699 -0.8 2.3 -1.1
H -0.30000 -0.35208 -3.37880 1.1 1.1 2.0
H 2.28134 1.37970 -2.27132 -1.5 -1.0 -1.5
H 0.69758 3.15243 -2.90043 0.5 -1.4 -2.1
H 1.75704 2.89127 -4.52363 -1.6 -1.1 1.6
H -0.04986 2.21088 -4.41402 2.2 0.4 1.3
H 1.69000 1.29707 -0.17457 -1.8 1.2 1.1
H 1.19085 2.79376 0.92421 -0.7 -2.1 -0.8
H -0.48720 0.35249 1.82919 2.5 0.6 -0.2
H 1.21854 -0.39630 1.52937 -0.9 2.2 0.3
H 1.50809 2.31179 3.21417 -1.1 -2.1 -0.1
H 3.45050 0.84823 3.43655 -2.0 -1.3 0.4
H 2.41107 0.21899 4.90724 0.2 0.2 -2.6
H 2.43140 -0.80295 3.29746 0.0 2.2 0.7
H -1.15212 0.91029 3.85865 2.5 0.2 0.8
H -0.07182 1.85837 5.08087 0.1 -2.1 -1.3
H 0.05928 -0.05939 4.95136 0.1 2.0 -1.3
H -4.50430 1.77161 -4.63222 -0.1 -1.2 0.9
C -4.32924 -5.47567 1.03663 0.0 -0.1 -0.1
C -3.87785 -4.02704 0.87319 0.2 -0.2 -0.1
N -2.52835 -3.88607 0.32097 0.3 0.2 0.2
C -1.99190 -2.52604 0.43992 -0.1 -0.2 0.3
C -2.70055 -1.41920 -0.33288 0.0 0.2 0.0
C -2.28015 -4.54390 -0.96262 0.0 -0.3 0.2
C -3.16295 -4.15264 -2.14267 0.0 0.0 -0.4
H -3.61235 -6.04862 1.63466 0.0 0.1 -0.1
H -5.29578 -5.50820 1.55084 0.1 0.1 -0.1
H -4.45734 -5.97510 0.07163 0.0 0.0 0.1
H -3.90016 -3.57536 1.87264 0.2 0.1 -0.2
H -4.61952 -3.49201 0.26963 -0.2 0.1 0.0
H -0.93056 -2.52782 0.16135 -0.1 -0.2 -0.1
H -1.99807 -2.25215 1.50429 -0.1 -0.2 -0.1
H -2.47975 -1.46787 -1.40052 -0.1 0.0 0.1
H -2.34678 -0.44340 0.01842 -0.1 -0.2 0.0
H -3.78428 -1.43990 -0.19443 0.0 -0.1 0.0
H -2.37105 -5.62672 -0.81598 -0.1 0.1 0.1
H -1.22883 -4.40329 -1.24885 -0.1 0.2 0.3
H -4.22224 -4.10596 -1.87840 0.1 0.0 0.0
H -3.06168 -4.89883 -2.93909 0.0 0.1 0.1
H -2.86712 -3.19304 -2.56937 -0.1 0.0 0.0
C 5.77913 1.40776 -10.26400 0.0 0.0 -0.1
C 4.68012 1.44486 -9.20580 -0.1 0.1 -0.2
N 3.42406 2.03328 -9.67702 -0.2 0.3 0.1
C 2.48192 2.33419 -8.59376 0.2 0.2 0.0
C 1.92912 1.15948 -7.79439 -0.3 -0.1 0.2
C 2.83000 1.42674 -10.86914 0.3 0.2 -0.2
C 2.49983 -0.06101 -10.81856 -0.2 -0.3 -0.1
H 5.95971 2.40388 -10.68230 -0.1 -0.1 0.0
H 6.71531 1.05813 -9.81568 -0.2 0.0 0.0
H 5.53530 0.72394 -11.08254 0.0 0.1 0.0
H 5.06369 2.04874 -8.37416 -0.3 0.0 0.0
H 4.53075 0.43173 -8.81611 0.1 -0.1 0.1
H 1.64193 2.91630 -8.99325 0.2 -0.1 -0.2
H 2.98141 3.01578 -7.89099 0.1 -0.1 -0.2
H 1.17991 0.60348 -8.36055 0.1 0.0 0.0
H 1.43056 1.53272 -6.89280 0.1 -0.1 -0.1
H 2.71144 0.46910 -7.46970 -0.1 0.1 0.0
H 3.50903 1.59448 -11.71356 0.1 0.0 0.2
H 1.92159 1.97871 -11.14679 0.2 0.0 0.3
H 3.30789 -0.65689 -10.38720 0.0 0.1 0.0
H 2.33160 -0.43362 -11.83551 0.0 0.0 0.1
H 1.58517 -0.25416 -10.25599 0.1 -0.1 0.0
C 3.22802 -1.58909 7.06559 0.0 -0.1 0.0
C 2.33508 -0.91885 8.10599 -0.1 -0.2 -0.1
N 1.07562 -1.62633 8.34933 -0.4 0.1 0.0
C 0.10569 -0.83725 9.11628 0.0 0.1 -0.3
C 0.47280 -0.46976 10.54970 -0.1 0.1 0.3
C 1.18594 -3.03167 8.74274 0.1 -0.1 -0.4
C 1.99496 -3.35675 9.99366 0.1 -0.2 0.3
H 2.69096 -1.74356 6.12349 0.0 0.0 0.2
H 4.09580 -0.95447 6.85614 -0.1 -0.1 0.1
H 3.60757 -2.55436 7.41381 0.0 0.1 -0.1
H 2.10924 0.08563 7.72728 -0.2 -0.1 0.2
H 2.90859 -0.78501 9.03000 0.1 0.1 0.1
H -0.86195 -1.35465 9.12087 0.2 -0.1 -0.1
H -0.08190 0.09541 8.56592 0.2 -0.1 -0.1
H 0.38406 -1.32579 11.22075 0.1 0.1 0.0
H -0.21933 0.29475 10.92015 0.1 -0.1 0.0
H 1.48234 -0.05956 10.63113 -0.1 -0.1 0.0
H 1.62000 -3.58919 7.90427 0.0 0.2 0.0
H 0.18071 -3.46090 8.85338 0.1 0.3 0.0
H 2.94699 -2.82157 10.02987 -0.1 0.0 0.0
H 2.22610 -4.42800 10.01222 0.0 0.1 0.0
H 1.43683 -3.13815 10.90531 0.1 0.1 0.0
```
Forces are in eV/Å.